16
Properties=species:S:1:pos:R:3:mulliken_charge:R:1 method="wB97M-V/def2-TZVPD" total_charge=-1 e_lumo_ev=3.82 e_above_lowest_ev=1.512 spin_multiplicity=1
C -1.088 -1.088 -0.394 0.74
C -0.357 -2.440 -0.565 -1.06
C 0.539 1.364 1.239 -0.35
C 1.748 0.655 1.645 0.39
N 2.825 0.358 1.924 -0.50
O -0.690 2.307 -1.600 -0.75
O -1.193 -0.326 -1.359 -0.78
O -1.471 -0.800 0.754 -0.78
H 0.237 -2.514 0.277 0.34
H -0.996 -3.226 -0.652 0.31
H 0.363 -2.441 -1.453 0.25
H -0.290 0.720 1.382 0.17
H 0.338 2.120 1.960 0.32
H 0.579 1.660 0.163 -0.02
H -0.850 1.275 -1.475 0.45
H 0.306 2.374 -1.846 0.28